[1]
The following is a DFT calculation (ωB97M-V with the def2-TZVPD basis set) of a cluster of 3 separate species, C6H9NO2 in total.

Each line ends with the Löwdin charge.
Positions of all 18 atoms, in Å:
C  -1.643  -1.228  1.667  -0.05
C  1.590  -0.580  0.854  -0.09
C  -1.731  -0.205  0.561  -0.26
C  -0.232  0.371  -0.851  -0.24
C  0.776  0.028  -0.194  -0.11
N  -0.934  0.984  -1.797  0.11
C  1.940  1.158  -1.691  -0.11
O  -2.745  0.355  0.257  0.03
O  1.603  1.925  -2.552  -0.01
H  -1.903  1.178  -1.574  0.09
H  -0.419  1.636  -2.382  0.08
H  3.038  1.007  -1.484  0.07
H  -1.017  -0.832  2.468  0.07
H  -1.185  -2.140  1.283  0.08
H  -2.635  -1.452  2.070  0.08
H  1.468  -1.665  0.898  0.08
H  2.643  -0.390  0.630  0.08
H  1.387  -0.149  1.836  0.08

Kohn-Sham gap, Eh: 0.271
HOMO level, eV: -6.77
Net charge: 0
Energy relative to the best compared isomer or geometry (same formula, charge and spin), kcal/mol: 143.16


[2]
The following is a DFT calculation (ωB97M-V with the def2-TZVPD basis set) of a structure of composition C25H34AuNO2Si.

Each line ends with the Löwdin charge.
Positions of all 64 atoms, in Å:
C  0.131  -1.059  2.614  -0.16
C  -0.767  -1.545  1.636  -0.19
C  -0.027  -1.871  0.477  -0.17
H  -1.833  -1.633  1.751  0.10
C  1.332  -1.617  0.754  -0.17
C  1.428  -1.122  2.066  -0.16
H  2.146  -1.721  0.060  0.08
C  -1.000  2.413  1.388  -0.17
C  -1.906  1.353  1.552  -0.15
C  -2.136  0.777  0.284  -0.11
H  -2.328  1.017  2.484  0.11
C  -1.369  1.464  -0.682  -0.26
C  -0.670  2.482  0.018  -0.09
H  -0.421  -2.266  -0.444  0.10
H  2.330  -0.772  2.537  0.10
H  -0.129  -0.718  3.602  0.10
H  0.034  3.173  -0.409  0.11
H  -2.770  -0.069  0.090  0.11
H  -0.597  3.037  2.167  0.07
Au  0.150  0.445  0.810  1.15
C  -1.342  1.231  -2.178  -0.48
C  -1.440  2.594  -2.870  -0.03
C  -2.511  0.349  -2.605  -0.03
H  -2.349  3.108  -2.560  0.09
H  -1.455  2.471  -3.948  0.08
H  -0.596  3.229  -2.606  0.08
H  -3.463  0.822  -2.368  0.09
H  -2.479  -0.617  -2.102  0.08
H  -2.477  0.180  -3.675  0.09
C  -0.012  0.538  -2.501  -0.08
C  0.338  0.297  -3.953  -0.46
H  0.007  -0.429  -1.991  0.09
H  0.807  1.100  -2.052  0.13
O  -0.175  0.872  -4.908  0.05
N  1.318  -0.633  -4.153  0.06
C  1.895  -1.523  -3.173  -0.15
H  1.490  -0.828  -5.127  0.15
C  1.108  -2.780  -2.880  -0.22
C  1.657  -3.728  -2.018  -0.07
H  2.623  -3.542  -1.566  0.11
C  0.974  -4.897  -1.724  -0.08
H  1.415  -5.622  -1.053  0.11
C  -0.277  -5.132  -2.280  -0.09
H  -0.814  -6.042  -2.046  0.10
C  -0.835  -4.190  -3.129  -0.08
H  -1.810  -4.363  -3.565  0.10
C  -0.144  -3.022  -3.429  -0.04
H  -0.583  -2.298  -4.102  0.11
H  2.056  -0.985  -2.240  0.11
H  2.889  -1.800  -3.526  0.13
C  -0.647  1.910  5.246  -0.18
Si  0.782  2.208  4.082  0.36
C  1.077  4.054  3.899  -0.18
C  2.332  1.481  4.825  -0.19
O  0.486  1.380  2.546  -0.54
H  -0.435  2.395  6.221  0.04
H  -0.779  0.820  5.401  0.03
H  -1.574  2.337  4.813  0.04
H  1.333  4.473  4.894  0.04
H  1.921  4.228  3.201  0.04
H  0.173  4.578  3.530  0.03
H  2.195  0.389  4.975  0.03
H  3.186  1.654  4.138  0.04
H  2.538  1.965  5.801  0.04

Kohn-Sham gap (spin up / spin down), Eh: 0.276 / 0.202
HOMO level (spin up / spin down), eV: -6.90 / -6.74
2S+1: 3
Net charge: 0
Energy relative to the best compared isomer or geometry (same formula, charge and spin), kcal/mol: 30.20


[3]
The following is a DFT calculation (ωB97M-V with the def2-TZVPD basis set) of a structure of composition C4H6HoLiO7.

Each line ends with the Löwdin charge.
Positions of all 19 atoms, in Å:
O  4.653  -0.165  -1.479  -0.08
C  3.600  0.462  -1.754  -0.81
O  3.311  0.851  -2.912  -0.08
O  2.751  0.672  -0.734  0.00
O  -0.583  -0.071  0.376  -0.25
C  0.824  -0.148  0.375  -0.25
C  1.371  0.390  -0.936  -0.15
Li  5.064  0.074  -3.378  0.83
H  1.117  -1.199  0.510  0.11
H  1.209  0.446  1.220  0.14
H  0.839  1.307  -1.226  0.14
H  1.242  -0.351  -1.737  0.14
C  -3.072  1.229  0.700  -0.80
O  -3.511  0.058  0.921  -0.27
O  -3.505  1.868  -0.416  0.09
H  -3.709  1.205  -1.086  0.11
Ho  -2.417  -2.129  1.250  0.98
O  -2.387  1.922  1.511  -0.03
H  -0.798  0.661  1.166  0.16

Kohn-Sham gap (spin up / spin down), Eh: 0.197 / 0.231
HOMO level (spin up / spin down), eV: -6.00 / -7.04
2S+1: 5
Net charge: 0


[4]
The following is a DFT calculation (ωB97M-V with the def2-TZVPD basis set) of the ion C8H15IN with charge +1.

Each line ends with the Löwdin charge.
Positions of all 25 atoms, in Å:
C  2.634  -0.661  0.265  0.01
N  1.812  -1.223  -0.830  -0.04
C  0.422  -0.687  -0.965  -0.73
I  -0.583  -2.042  -2.376  0.95
C  -0.380  -0.853  0.579  -0.02
C  -1.208  0.087  0.991  -0.31
C  -1.939  -0.053  2.288  -0.03
C  -1.484  1.347  0.226  -0.14
C  -1.033  1.309  -1.233  -0.19
C  0.384  0.758  -1.394  -0.23
H  2.175  -0.888  1.225  0.10
H  3.634  -1.088  0.228  0.11
H  2.722  0.418  0.168  0.10
H  1.737  -2.237  -0.684  0.14
H  2.294  -1.083  -1.731  0.17
H  -0.189  -1.796  1.053  0.10
H  -1.834  0.854  2.880  0.09
H  -1.585  -0.900  2.869  0.09
H  -3.000  -0.194  2.082  0.10
H  -2.559  1.544  0.263  0.13
H  -0.999  2.180  0.750  0.14
H  -1.721  0.687  -1.809  0.09
H  -1.067  2.317  -1.646  0.12
H  0.707  0.865  -2.434  0.12
H  1.060  1.340  -0.763  0.12

Kohn-Sham gap, Eh: 0.346
SMILES string: C[NH2+][C@@]1(I)C=C(C)CCC1
HOMO level, eV: -12.94
Net charge: +1
Energy relative to the best compared isomer or geometry (same formula, charge and spin), kcal/mol: 3.71


[5]
The following is a DFT calculation (ωB97M-V with the def2-TZVPD basis set) of a structure of composition C50H45AsBBrCeF5N4O7P.

Each line ends with the Löwdin charge.
Positions of all 116 atoms, in Å:
Ce  2.447  1.156  -0.387  1.07
O  2.125  -2.237  2.828  0.01
C  2.449  -1.433  1.957  -0.57
O  2.039  -0.207  1.788  -0.14
C  3.479  -1.909  0.927  -0.16
C  4.258  -3.023  1.090  0.00
C  5.127  -3.328  0.061  -0.05
C  5.156  -2.625  -1.127  0.01
C  4.307  -1.543  -1.214  -0.17
N  3.552  -1.174  -0.188  0.09
C  4.236  -0.758  -2.515  -0.60
O  4.921  -1.198  -3.443  0.03
O  3.393  0.214  -2.515  -0.16
H  4.139  -3.580  2.028  0.12
H  5.758  -4.184  0.126  0.09
H  5.754  -2.894  -1.986  0.12
F  -2.229  -0.393  4.940  0.05
C  -1.319  0.621  4.907  -0.19
C  -0.520  0.871  3.820  0.12
C  0.301  2.010  3.851  0.00
C  1.154  2.405  2.685  -0.29
O  0.813  2.090  1.569  -0.03
C  2.302  3.212  3.018  0.00
C  2.331  3.896  4.153  0.03
N  1.362  3.790  5.120  -0.01
C  1.318  4.683  6.234  -0.26
C  1.551  4.146  7.612  -0.13
C  2.615  4.945  6.945  -0.08
C  0.393  2.831  4.994  -0.12
C  -0.470  2.554  6.056  0.05
C  -1.336  1.478  6.008  -0.18
N  -2.258  1.248  7.052  -0.14
C  -1.851  1.253  8.457  -0.12
C  -2.937  0.471  9.262  -0.06
N  -3.596  -0.440  8.241  0.05
C  -4.435  0.444  7.385  -0.11
C  -3.623  1.680  6.993  -0.13
C  3.577  3.272  2.169  -0.57
O  4.447  4.044  2.521  0.06
O  3.623  2.417  1.225  -0.13
H  -0.461  0.203  2.956  0.15
H  3.180  4.537  4.365  0.14
H  0.604  5.516  6.174  0.16
H  1.710  3.062  7.737  0.12
H  0.980  4.537  8.414  0.09
H  3.454  4.340  6.597  0.12
H  2.876  5.910  7.257  0.09
H  -0.524  3.229  6.916  0.11
H  -1.766  2.261  8.863  0.12
H  -0.880  0.786  8.622  0.14
H  -3.738  1.071  9.677  0.12
H  -2.561  -0.124  10.087  0.13
H  -4.128  -1.211  8.649  0.18
H  -2.902  -0.852  7.601  0.18
H  -5.395  0.602  7.883  0.13
H  -4.683  -0.154  6.481  0.14
H  -3.810  2.530  7.681  0.13
H  -3.874  2.001  5.995  0.14
F  3.530  3.036  -1.649  -0.03
B  4.997  2.816  -1.698  -1.26
F  5.397  2.589  -2.954  0.20
F  5.615  3.909  -1.113  0.14
F  5.174  1.658  -0.917  0.10
Br  -0.168  2.241  -1.572  0.01
C  0.420  -0.261  -3.999  -0.40
C  -0.258  -1.055  -5.120  -0.45
As  -0.700  0.125  -6.609  1.30
C  -2.249  0.936  -5.784  -0.43
C  -3.390  0.206  -5.473  -0.10
C  -4.484  0.805  -4.832  -0.08
C  -4.466  2.166  -4.613  -0.11
C  -3.372  2.922  -4.960  -0.09
C  -2.239  2.293  -5.505  -0.12
C  -1.627  -1.111  -7.829  -0.41
C  -1.460  -2.483  -7.714  -0.12
C  -2.081  -3.360  -8.594  -0.10
C  -2.914  -2.871  -9.585  -0.10
C  -3.074  -1.475  -9.719  -0.10
C  -2.431  -0.614  -8.856  -0.13
P  0.619  -1.176  -2.389  1.07
C  -1.095  -1.800  -2.129  -0.35
C  -1.946  -1.051  -1.322  -0.09
C  -3.300  -1.392  -1.209  -0.09
C  -3.799  -2.502  -1.861  -0.12
C  -2.962  -3.287  -2.638  -0.10
C  -1.643  -2.920  -2.771  -0.13
C  1.501  -2.742  -2.785  -0.36
C  2.486  -2.761  -3.764  -0.10
C  3.274  -3.888  -3.926  -0.09
C  3.105  -4.991  -3.149  -0.11
C  2.109  -4.976  -2.167  -0.10
C  1.327  -3.860  -1.978  -0.12
H  -0.085  0.640  -3.731  -0.03
H  1.446  -0.004  -4.313  0.08
H  -1.168  -1.588  -4.822  0.05
H  0.375  -1.845  -5.524  0.05
H  -3.432  -0.841  -5.738  0.10
H  -5.346  0.238  -4.566  0.09
H  -5.325  2.597  -4.129  0.09
H  -3.359  3.991  -4.824  0.10
H  -1.369  2.912  -5.778  0.10
H  -0.886  -2.946  -6.913  0.09
H  -1.912  -4.409  -8.517  0.09
H  -3.449  -3.532  -10.279  0.10
H  -3.680  -1.126  -10.527  0.09
H  -2.555  0.467  -8.940  0.10
H  -1.560  -0.143  -0.892  0.03
H  -3.987  -0.788  -0.628  0.09
H  -4.856  -2.765  -1.766  0.09
H  -3.321  -4.143  -3.221  0.10
H  -0.978  -3.535  -3.403  0.11
H  2.704  -1.883  -4.358  0.11
H  4.058  -3.928  -4.638  0.10
H  3.758  -5.872  -3.241  0.10
H  1.989  -5.842  -1.496  0.10
H  0.607  -3.831  -1.173  0.11

Kohn-Sham gap (spin up / spin down), Eh: 0.160 / 0.162
HOMO level (spin up / spin down), eV: -4.73 / -4.78
2S+1: 2
Net charge: -1
Energy relative to the best compared isomer or geometry (same formula, charge and spin), kcal/mol: 13.41